16
Properties=species:S:1:pos:R:3:forces:R:3:mulliken_charge:R:1 method="wB97M-V/def2-TZVPD" energy_ha=-417.0093 smiles="[H]/N=C(/C)N=O.C=CO" homo_ev="-9.0 / -9.0" e_above_lowest_ev=6.710 gap_ev="7.7 / 7.4"
H -0.794 -0.384 1.551 -0.7350 0.1222 0.3219 0.29
N -0.893 -1.017 0.762 -0.8273 0.1121 -1.1167 -0.63
C -1.564 -0.482 -0.205 2.7855 -1.5144 0.4221 0.87
C -1.537 -1.036 -1.629 -2.2342 0.7892 -0.2930 -1.02
N -2.384 0.606 -0.084 -2.4581 4.6687 1.6965 -0.07
O -2.338 1.637 0.651 0.8362 -4.0536 -2.1046 -0.29
H -2.510 -0.729 -2.128 0.8015 -0.8635 0.7097 0.35
H -1.341 -2.098 -1.737 -0.1327 -0.0248 0.4177 0.31
H -0.858 -0.521 -2.286 0.8781 0.3909 0.2720 0.22
C 0.679 2.421 0.141 -0.5903 -1.7643 -2.0198 -0.93
C 0.808 1.170 -0.400 0.1508 2.6115 -1.3381 0.15
O 1.291 -0.006 -0.037 1.1069 -1.0151 2.5822 -0.41
H 0.263 3.251 -0.470 0.3773 -1.0057 0.2999 0.24
H 0.816 2.659 1.153 0.3908 0.0288 1.3181 0.27
H 0.662 0.928 -1.442 -0.6012 1.3824 -0.6464 0.34
H 1.313 -0.141 0.929 0.2516 0.1356 -0.5214 0.31


16
Properties=species:S:1:pos:R:3:forces:R:3:mulliken_spin:R:1 method="wB97M-V/def2-TZVPD" energy_ha=-416.8940 homo_ev="-14.2 / -14.2" spin_multiplicity=2 e_above_lowest_ev=0.120 gap_ev="10.6 / 6.0" total_charge=+1
O -0.805 1.529 -1.016 -0.0348 -0.1216 -0.1212 0.03
C -0.267 1.087 -0.036 0.0086 0.5627 -0.1401 0.02
N 0.730 1.682 0.666 -0.1287 -0.7455 0.0583 0.01
C 1.329 2.895 0.256 0.2645 0.3121 -0.0431 0.00
O 2.315 3.304 0.778 0.0234 -0.0922 0.1280 0.01
C -0.729 -0.301 0.454 0.6461 -0.6541 -0.3299 0.04
N -0.389 -1.229 -0.594 -1.4817 0.1032 0.0093 0.78
C -0.317 -2.648 -0.421 0.7005 0.3010 0.1842 0.02
H 1.217 1.124 1.354 0.0993 0.3221 0.2026 0.00
H 0.804 3.377 -0.569 -0.1664 0.0564 -0.1127 0.00
H -0.364 -0.677 1.404 0.0683 0.1319 0.1160 0.00
H -1.818 -0.243 0.440 -0.3125 0.1036 0.2341 0.03
H -0.761 -0.939 -1.503 0.5154 0.3063 -0.1333 -0.03
H 0.288 -3.043 -1.232 0.0832 -0.2703 -0.0692 0.02
H -1.333 -3.035 -0.537 -0.1738 -0.1681 0.0776 0.06
H 0.101 -2.883 0.556 -0.1115 -0.1474 -0.0609 0.00


17
Properties=species:S:1:pos:R:3:forces:R:3:mulliken_charge:R:1 method="wB97M-V/def2-TZVPD" energy_ha=-815.2167 homo_ev=-9.4 e_above_lowest_ev=5.179 gap_ev=9.7
C -0.849 -1.609 0.369 -1.9726 3.0902 0.8233 0.46
C -0.460 -2.873 -0.220 -2.8470 0.0109 -1.1621 -1.00
C 1.145 1.768 0.978 0.4618 -2.9668 -1.7359 -1.09
C 1.368 1.125 -0.406 -1.7638 -1.4791 -0.7339 -0.21
N -1.459 -0.680 0.758 1.8403 -2.7833 -0.6888 0.41
N 0.068 0.870 -1.099 -2.5923 1.2332 0.5672 -0.34
O -2.290 1.316 -1.729 0.3617 0.3172 0.7394 -0.49
O -1.927 0.372 1.147 -0.3694 -0.1795 0.3494 -0.66
S -1.237 1.710 -0.792 2.1010 -1.5025 -1.8438 0.50
H 0.495 -2.823 -0.610 2.1163 0.0403 -0.5351 0.29
H -1.144 -3.086 -1.131 0.8829 0.1393 1.6821 0.25
H -0.549 -3.597 0.565 0.0262 -0.8169 0.0327 0.32
H 1.979 1.669 1.582 1.8502 -0.2744 1.2847 0.37
H 0.960 2.775 0.887 -0.9588 2.2220 -0.2139 0.34
H 0.364 1.167 1.383 -0.7953 0.1898 0.8560 0.31
H 1.696 1.829 -1.128 1.7713 0.5001 -0.3835 0.29
H 1.840 0.067 -0.553 -0.1125 2.2596 0.9623 0.25


18
Properties=species:S:1:pos:R:3:forces:R:3:mulliken_charge:R:1 method="wB97M-V/def2-TZVPD" energy_ha=-1213.5342 homo_ev=-9.8 e_above_lowest_ev=2.444 gap_ev=10.1
C -1.640 0.090 -1.445 0.9726 -0.3736 -1.9111 0.37
C 0.354 0.038 0.097 -3.0679 1.4404 -3.0555 0.90
C 1.317 1.147 -0.070 -0.2375 1.4663 1.4240 -1.30
C 0.185 -0.516 1.431 0.8742 -1.2141 0.0902 -1.13
N -1.174 0.642 -0.309 3.4713 -1.3027 2.4585 -0.36
N -0.699 -0.732 -2.063 3.1145 -1.5818 -0.3416 -0.25
O -2.634 0.368 -2.033 -2.1411 0.3121 -0.2493 -0.59
O 0.815 -2.532 -0.851 0.1046 0.1938 -0.1328 -0.57
S -0.409 0.688 2.590 0.9072 0.6708 1.8050 -0.20
S 0.850 -1.151 -1.342 -2.6295 0.2236 1.0728 0.51
H 0.778 1.964 -0.529 0.3424 0.2481 -0.4730 0.36
H 2.211 0.881 -0.588 0.5903 -0.0892 -0.4630 0.37
H 1.571 1.517 0.930 0.2463 0.0662 -0.1833 0.33
H 1.132 -0.994 1.703 -0.3334 0.0069 0.4188 0.48
H -0.616 -1.201 1.404 -0.3892 -1.5554 -0.1867 0.42
H -1.783 0.591 0.512 -0.0937 0.2023 -0.7092 0.22
H -0.690 -1.083 -3.038 -1.0222 0.8636 0.9650 0.25
H 0.431 0.282 3.601 -0.7090 0.4228 -0.5286 0.18


17
Properties=species:S:1:pos:R:3:forces:R:3:mulliken_charge:R:1 method="wB97M-V/def2-TZVPD" energy_ha=-492.4203 homo_ev=-9.8 e_above_lowest_ev=2.251 gap_ev=10.5
H 1.128 -0.946 -0.994 0.1468 -0.6027 -0.5621 0.30
N 1.918 -1.085 -0.362 -2.1044 1.5299 3.7409 -0.70
C 1.362 -0.891 0.837 0.4606 -1.9478 -3.6007 0.11
O 0.057 -0.952 1.196 0.1814 0.2121 -0.7952 -0.34
C -0.992 -1.331 0.260 1.2633 1.2387 -2.3183 -0.63
C -1.390 -0.089 -0.670 0.7657 -0.9804 -1.4675 -0.33
N -1.539 1.079 0.084 1.5242 2.5364 0.1376 -0.61
H 1.906 -0.848 1.744 0.9444 0.2267 0.5804 0.44
H -1.773 -1.453 0.956 -1.2282 -0.8745 0.3530 0.35
H -0.683 -2.213 -0.374 -0.4582 0.6621 1.0308 0.37
H -0.621 0.186 -1.413 0.3161 -0.6921 0.2817 0.20
H -2.242 -0.127 -1.388 0.0252 -1.2312 0.9974 0.33
H -1.856 0.887 0.981 -1.4453 -0.4595 1.9393 0.26
H -0.601 1.418 0.330 -0.5185 0.1141 -0.3266 0.23
O 1.583 1.833 0.696 -0.1456 -0.1145 1.4795 -0.39
C 1.790 2.118 -0.397 -0.0906 0.0207 0.1281 0.78
O 1.954 2.416 -1.487 0.3629 0.3620 -1.5983 -0.35


17
Properties=species:S:1:pos:R:3:forces:R:3:mulliken_charge:R:1 method="wB97M-V/def2-TZVPD" energy_ha=-492.4335 smiles="NCC(=O)NCC(=O)O" homo_ev=-8.8 e_above_lowest_ev=1.890 gap_ev=8.9
N -1.618 -1.378 -0.464 0.4963 1.3851 -1.0291 -0.52
C -0.902 -0.742 -1.626 -0.1259 0.5567 1.1591 -0.38
C 0.668 -0.324 -1.497 -2.0428 -1.1017 1.4594 0.41
O 1.272 -0.061 -2.486 0.8695 0.3192 -1.3790 -0.58
N 1.314 -0.210 -0.253 -0.5497 -0.3991 -0.7226 -0.19
C 0.885 -0.153 1.126 -0.2297 0.0899 -2.8270 -0.92
C -0.203 0.824 1.404 -1.0557 0.6969 -0.2009 0.73
O -1.091 1.183 0.658 1.5615 -0.0850 1.0404 -0.55
O -0.178 1.140 2.705 0.1059 -0.2304 1.0468 -0.48
H -1.685 -0.838 0.401 0.0770 -0.4378 -0.8502 0.22
H -1.452 -2.356 -0.349 0.2348 -0.2369 0.1031 0.22
H -1.155 -1.379 -2.525 1.0351 0.8017 0.9241 0.38
H -1.317 0.293 -1.834 0.0463 -1.3263 0.3420 0.19
H 2.253 0.145 -0.309 -0.0185 0.0002 -0.8355 0.22
H 1.841 0.028 1.541 0.3930 0.4318 1.6828 0.46
H 0.459 -1.056 1.482 -0.1111 -1.4074 0.3787 0.45
H 0.484 0.552 3.146 -0.6860 0.9432 -0.2918 0.35


What did the first record say?
16
Properties=species:S:1:pos:R:3:forces:R:3:mulliken_charge:R:1 method="wB97M-V/def2-TZVPD" energy_ha=-417.0093 smiles="[H]/N=C(/C)N=O.C=CO" homo_ev="-9.0 / -9.0" e_above_lowest_ev=6.710 gap_ev="7.7 / 7.4"
H -0.794 -0.384 1.551 -0.7350 0.1222 0.3219 0.29
N -0.893 -1.017 0.762 -0.8273 0.1121 -1.1167 -0.63
C -1.564 -0.482 -0.205 2.7855 -1.5144 0.4221 0.87
C -1.537 -1.036 -1.629 -2.2342 0.7892 -0.2930 -1.02
N -2.384 0.606 -0.084 -2.4581 4.6687 1.6965 -0.07
O -2.338 1.637 0.651 0.8362 -4.0536 -2.1046 -0.29
H -2.510 -0.729 -2.128 0.8015 -0.8635 0.7097 0.35
H -1.341 -2.098 -1.737 -0.1327 -0.0248 0.4177 0.31
H -0.858 -0.521 -2.286 0.8781 0.3909 0.2720 0.22
C 0.679 2.421 0.141 -0.5903 -1.7643 -2.0198 -0.93
C 0.808 1.170 -0.400 0.1508 2.6115 -1.3381 0.15
O 1.291 -0.006 -0.037 1.1069 -1.0151 2.5822 -0.41
H 0.263 3.251 -0.470 0.3773 -1.0057 0.2999 0.24
H 0.816 2.659 1.153 0.3908 0.0288 1.3181 0.27
H 0.662 0.928 -1.442 -0.6012 1.3824 -0.6464 0.34
H 1.313 -0.141 0.929 0.2516 0.1356 -0.5214 0.31